Record 1
C4H10O3 | ωB97M-V with the def2-TZVPD basis set

XYZ file:
```
17
Properties=species:S:1:pos:R:3:forces:R:3:nbo_charge:R:1
C 0.0654 -2.6272 0.9601 0.217 -0.130 -0.113 -0.249
O -0.1624 -1.2391 1.1115 1.013 0.454 -0.313 -0.540
C 0.1835 -0.4591 -0.0106 0.430 0.599 -0.932 -0.051
C -0.5576 0.8565 0.0938 0.052 -0.112 -0.467 -0.049
O -0.0473 1.6885 1.1277 0.182 -0.418 0.175 -0.717
C -0.3877 1.5751 -1.2214 1.825 -1.003 -1.167 0.072
O 0.0500 2.8562 -1.1282 -0.135 0.631 0.293 -0.702
H -0.2481 -3.1358 1.8793 0.090 0.269 -0.216 0.200
H 1.1304 -2.8001 0.7845 -0.018 -0.207 0.051 0.176
H -0.5036 -3.0399 0.1129 0.055 0.151 0.123 0.169
H 1.3663 0.1644 -0.7493 -1.503 -1.488 2.223 0.106
H -0.0391 -1.0120 -0.9265 -0.392 0.106 -0.117 0.179
H -1.6107 0.6393 0.3032 0.081 0.148 -0.092 0.206
H 0.7262 1.2208 1.4607 0.087 0.135 0.279 0.485
H -1.2754 1.5402 -1.8779 0.810 -0.427 -0.068 0.196
H 0.8950 0.8533 -1.6921 -2.779 1.045 0.394 0.028
H 0.4152 2.9189 -0.2278 -0.015 0.246 -0.055 0.490
```
Forces are in eV/Å.

## Properties
ΔE to the lowest compared entry with this formula, charge and spin: 514.2 kJ/mol

***

Record 2
C4H10O3 | ωB97M-V with the def2-TZVPD basis set

XYZ file:
```
17
Properties=species:S:1:pos:R:3:forces:R:3:nbo_charge:R:1
O 1.5482 2.1052 -1.3796 -0.322 0.222 0.482 -0.515
C 0.7121 1.3858 -0.8897 0.766 -0.431 -1.298 0.446
C 0.5311 -0.0301 -1.3944 0.168 -0.472 0.212 -0.513
C 0.0583 -1.0064 -0.3180 -0.451 0.517 -0.702 -0.438
C 0.9684 -1.0067 0.8809 -0.757 -0.717 1.166 -0.064
O 0.3884 -1.8042 1.9377 0.352 0.012 -0.151 -0.725
H 0.0567 1.7376 -0.0874 -0.152 0.124 0.278 0.087
H 1.4855 -0.3589 -1.8094 0.068 0.218 -0.081 0.225
H -0.1848 -0.0366 -2.2211 -0.023 0.214 0.033 0.242
H -0.9625 -0.7011 -0.0827 0.090 -0.032 0.576 0.228
H -0.0550 -2.0075 -0.7349 0.278 -0.071 0.047 0.218
H 1.9305 -1.4732 0.6820 0.089 0.085 -0.215 0.184
H 1.1446 -0.0123 1.2957 0.133 0.223 -0.312 0.159
H -0.2434 -1.2656 2.4212 -0.058 0.017 -0.104 0.464
O -2.3843 1.1018 0.3766 -0.336 1.312 0.694 -0.929
H -1.8111 1.8602 0.5728 0.466 -0.449 -0.337 0.460
H -3.1825 1.5121 0.7505 -0.313 -0.773 -0.285 0.471
```
Forces are in eV/Å.

## Properties
SMILES: O=CCCCO.O
ΔE to the lowest compared entry with this formula, charge and spin: 144.2 kJ/mol

***

Record 3
C4H10O3 | ωB97M-V with the def2-TZVPD basis set

XYZ file:
```
17
Properties=species:S:1:pos:R:3:forces:R:3:nbo_charge:R:1
C -2.3369 0.7480 -1.0785 0.123 -0.784 -0.681 -0.284
O -2.8850 1.8764 -0.3869 0.514 0.077 0.477 -0.495
C -2.1316 2.3154 0.6350 -0.061 -0.064 -0.111 0.657
O -1.0778 1.8437 0.9882 -0.544 0.205 -0.221 -0.609
H -3.0418 0.4873 -1.8858 0.248 0.281 0.471 0.202
H -2.2234 -0.1257 -0.4148 -0.033 0.471 -0.151 0.202
H -1.3563 0.9779 -1.5282 -0.389 0.018 0.306 0.202
H -2.6325 3.1842 1.1060 0.254 -0.323 -0.122 0.129
C 2.5582 -2.0279 -0.0178 0.202 -0.260 -0.099 -0.625
C 1.8750 -0.8424 0.6253 -0.085 0.153 0.085 -0.059
O 0.6588 -0.6085 -0.0902 -0.145 0.627 0.509 -0.751
H 2.7766 -1.8148 -1.0778 -0.089 -0.103 0.403 0.210
H 1.9095 -2.9184 0.0356 0.256 0.337 -0.041 0.210
H 3.5067 -2.2522 0.4986 -0.336 0.061 -0.201 0.208
H 1.6637 -1.0516 1.6916 0.057 0.075 -0.354 0.156
H 2.5290 0.0497 0.5805 -0.228 -0.288 0.012 0.156
H 0.2077 0.1591 0.3193 0.254 -0.483 -0.280 0.490
```
Forces are in eV/Å.

## Properties
SMILES: COC=O.CCO
ΔE to the lowest compared entry with this formula, charge and spin: 96.3 kJ/mol

***

Record 4
C4H10O3 | ωB97M-V with the def2-TZVPD basis set

XYZ file:
```
17
Properties=species:S:1:pos:R:3:forces:R:3:nbo_charge:R:1
O -1.1820 2.7346 -1.9533 -0.069 -0.160 0.070 -0.516
C -0.4029 1.8212 -1.8702 0.184 0.189 -0.092 0.449
C -0.6981 0.4888 -1.2411 -0.531 0.282 0.151 -0.509
C -0.1671 0.4403 0.2097 0.002 -0.629 -0.977 -0.422
C -0.7555 -0.7748 0.9139 0.314 0.329 0.052 -0.059
O -0.0860 -1.0403 2.1471 -0.311 0.088 0.025 -0.731
H 0.6302 1.9528 -2.2536 0.014 -0.046 0.044 0.103
H -1.7814 0.3380 -1.2515 0.015 0.071 -0.027 0.219
H -0.2381 -0.2868 -1.8516 0.105 -0.160 0.062 0.216
H 0.9085 0.2888 0.1219 0.113 0.325 0.406 0.222
H -0.4119 1.3652 0.7229 0.098 0.085 0.183 0.210
H -0.6219 -1.6518 0.2819 0.002 -0.125 -0.010 0.168
H -1.8269 -0.6307 1.0576 -0.095 -0.093 0.095 0.170
H -0.5741 -0.5945 2.8491 0.205 -0.084 -0.047 0.475
O 2.7653 -1.4211 0.5860 0.114 0.356 0.221 -0.944
H 2.3238 -1.0353 1.3592 -0.016 -0.318 -0.255 0.483
H 2.1181 -1.9944 0.1720 -0.143 -0.111 0.099 0.465
```
Forces are in eV/Å.

## Properties
SMILES: O=CCCCO.O
ΔE to the lowest compared entry with this formula, charge and spin: 122.4 kJ/mol

***

Record 5
C4H10O3 | ωB97M-V with the def2-TZVPD basis set

XYZ file:
```
17
Properties=species:S:1:pos:R:3:forces:R:3:nbo_charge:R:1
C 0.4716 0.5522 1.4286 0.615 0.391 -0.148 -0.644
C -0.1052 -0.2175 0.2210 0.331 -0.154 0.793 0.095
O -0.3244 0.6502 -0.8700 -1.589 0.576 -0.395 -0.761
C 0.7621 -1.4176 -0.1243 -0.326 -1.359 -0.774 -0.555
C 0.6019 -1.9193 -1.5538 0.883 0.431 0.542 0.438
O 1.4260 -2.6417 -2.0498 -0.290 -0.008 -0.375 -0.520
H 0.6515 1.5924 1.1409 -0.589 0.006 0.026 0.238
H 1.4909 0.2488 1.7060 -0.366 -0.508 -0.004 0.206
H -0.1578 0.5317 2.3156 -0.036 -0.013 -0.062 0.224
H -1.1399 -0.5436 0.3914 0.357 -0.082 0.430 0.186
H 0.3393 0.8785 -1.4983 1.406 -0.185 -0.156 0.487
H 1.8085 -1.3637 0.1675 0.180 0.499 -0.365 0.238
H 0.4879 -2.3821 0.3454 -0.467 0.626 0.624 0.255
H -0.3157 -1.5941 -2.0678 -0.108 -0.184 -0.210 0.122
O -1.8799 2.8853 0.2041 0.899 0.071 -0.747 -0.972
H -2.6431 2.5232 0.6445 -0.217 -0.456 -0.082 0.467
H -1.4736 2.2174 -0.4008 -0.683 0.348 0.902 0.496
```
Forces are in eV/Å.

## Properties
SMILES: C[C@@H](O)CC=O.O
ΔE to the lowest compared entry with this formula, charge and spin: 160.4 kJ/mol

***

Record 6
C4H10O3 | ωB97M-V with the def2-TZVPD basis set

XYZ file:
```
17
Properties=species:S:1:pos:R:3:forces:R:3:nbo_charge:R:1
C 1.9529 1.3935 0.2099 0.303 0.157 2.574 -0.630
C 0.9278 0.2864 0.3058 -2.278 -2.030 -1.862 0.107
O 0.2613 -0.0171 -1.0699 1.243 1.448 1.049 -0.788
C -0.1085 0.7781 1.3730 -0.775 -4.552 -0.213 -0.541
C -1.5532 0.4172 0.9340 -3.812 -0.456 -2.398 0.437
O -2.0606 -0.5303 0.2436 3.038 2.723 2.958 -0.550
H 1.3621 2.2854 0.6059 1.711 -0.588 -1.032 0.202
H 2.8498 1.1717 0.9010 -1.572 0.378 -0.575 0.221
H 2.4382 1.5519 -0.7106 -0.017 0.168 -1.446 0.240
H 1.2509 -0.7663 0.5343 0.272 1.385 0.273 0.198
H -0.6543 -0.3777 -1.0649 1.013 0.150 0.941 0.502
H -0.0212 1.7718 1.6609 -0.260 1.960 -0.066 0.222
H 0.1686 0.2405 2.3275 -0.625 0.188 -0.815 0.253
H -2.3827 1.2485 1.0426 1.754 -0.941 0.626 0.126
O -1.6040 -3.0985 -2.1015 -1.051 0.494 2.353 -0.931
H -1.8335 -2.6037 -2.8521 -0.312 0.861 -1.618 0.467
H -0.9937 -3.7512 -2.3397 1.367 -1.346 -0.750 0.466
```
Forces are in eV/Å.

## Properties
SMILES: C[C@H](O)CC=O.O
ΔE to the lowest compared entry with this formula, charge and spin: 296.1 kJ/mol

***

Which LUMO belongs to each record? In order, 0.876; 0.338; 0.890; 0.576; 0.626; 0.610 eV.
Which HOMO-LUMO gap belongs to each record? In order, 0.347; 0.377; 0.400; 0.386; 0.388; 0.385 Eh.